9 unconnected molecules or ions with the total composition C54H97BClN9O12S at a distorted geometry. Source: the Open Molecules 2025 dataset; level of theory: ωB97M-V with the def2-TZVPD basis set.

Highest occupied orbital energy (eV): -7.6
Kohn-Sham gap (eV): 7.8449
SMILES: C=Cc1cc2c(cc1B(O)OC)N([C@H](C)CCC)c1cc(CCCCCCCCOC(C)=O)c(Cl)cc1S2.CNC(C)=O.CNC(C)=O.CNC(C)=O.CNC(C)=O.CNC(C)=O.CNC(C)=O.CNC(C)=O.CNC(C)=O
Charge: 0

Positions of all 175 atoms, in Å:
C  -2.791356  -4.253822  4.338098
C  -1.898232  -3.288560  4.595994
C  -1.030218  -2.845564  3.444799
C  -0.467823  -3.867965  2.683015
C  0.301388  -3.503318  1.595128
C  0.517089  -2.166833  1.267087
C  -0.027588  -1.174343  2.048521
C  -0.810977  -1.501235  3.159844
B  -1.411643  -0.313649  4.020029
O  -2.258256  0.631817  3.455409
O  -1.063521  -0.177190  5.335056
C  -1.952756  0.649054  6.101822
N  1.275366  -1.739898  0.120414
C  2.762899  -1.681413  0.346801
C  3.235232  -2.157783  1.729515
C  3.227985  -0.202425  0.181072
C  4.753940  -0.049854  0.091233
C  5.408079  -0.956221  -0.990113
C  0.939542  -2.490331  -1.043023
C  0.700244  -1.850472  -2.231392
C  0.368970  -2.529383  -3.401973
C  0.093923  -1.637610  -4.629019
C  -0.966163  -0.575284  -4.180750
C  -1.903172  -0.105219  -5.305570
C  -3.052866  0.728097  -4.666915
C  -2.558293  2.022293  -3.963244
C  -1.815025  2.990718  -4.889394
C  -1.178056  4.171833  -4.120152
C  -0.058035  3.693951  -3.163214
O  -0.089503  4.413562  -1.908404
C  1.171608  4.489628  -1.365867
C  1.649532  3.271629  -0.572144
O  1.871834  5.471773  -1.471642
C  0.308380  -3.907861  -3.396857
Cl  -0.069373  -4.778969  -4.873599
C  0.540636  -4.582297  -2.201555
C  0.829435  -3.886708  -1.060510
S  1.090718  -4.696030  0.511558
H  -3.220352  -4.394856  3.342823
H  -3.098360  -4.983436  5.091030
H  -1.832712  -2.815911  5.577034
H  -0.626998  -4.914638  2.928762
H  0.144295  -0.123581  1.804946
H  -2.037054  0.756740  2.524466
H  -3.002162  0.346139  5.958474
H  -1.747635  0.547060  7.174354
H  -1.891971  1.718662  5.835982
H  3.225136  -2.309290  -0.430411
H  4.332631  -2.103123  1.753754
H  2.836803  -1.567868  2.562764
H  3.001837  -3.214872  1.914468
H  2.686428  0.257570  -0.657566
H  2.908766  0.295114  1.115686
H  5.259025  -0.272634  1.041844
H  5.016682  0.994664  -0.144181
H  4.784587  -1.078678  -1.886599
H  5.707757  -1.938116  -0.600090
H  6.342176  -0.458794  -1.298025
H  0.744938  -0.761949  -2.251344
H  1.046408  -1.150462  -4.881636
H  -0.286258  -2.252463  -5.449628
H  -1.599949  -1.101822  -3.447695
H  -0.505485  0.250682  -3.626238
H  -2.379133  -0.978537  -5.775988
H  -1.384180  0.451700  -6.097685
H  -3.474734  0.108249  -3.853761
H  -3.874708  0.910427  -5.372368
H  -3.450274  2.531331  -3.564357
H  -1.953927  1.740941  -3.088917
H  -2.505760  3.442424  -5.619688
H  -1.047882  2.474719  -5.488374
H  -1.921472  4.697429  -3.503501
H  -0.709185  4.883864  -4.813023
H  -0.121950  2.607173  -2.999525
H  0.908541  3.918480  -3.640986
H  1.516776  3.461666  0.502269
H  1.035170  2.388809  -0.804536
H  2.693222  3.016586  -0.776672
H  0.488633  -5.672340  -2.195922
C  -2.930799  -8.962545  0.045292
C  -2.697301  -7.484189  -0.114373
O  -2.635813  -6.724400  0.840943
N  -2.552979  -7.002215  -1.377775
C  -2.597015  -7.734005  -2.627079
H  -3.026308  -9.197732  1.102616
H  -3.852204  -9.251053  -0.459805
H  -2.086706  -9.526483  -0.359391
H  -2.398272  -6.006261  -1.412778
H  -1.648407  -7.600819  -3.153083
H  -3.400106  -7.331591  -3.247358
H  -2.769903  -8.792489  -2.464475
C  2.924794  6.696371  1.876501
C  4.408494  6.902483  1.692142
O  5.205398  6.708980  2.601636
N  4.840708  7.312206  0.475526
C  4.058786  7.591350  -0.718530
H  2.736994  6.370988  2.895736
H  2.387954  7.630272  1.705384
H  2.562958  5.927000  1.192179
H  5.840708  7.429751  0.425767
H  4.399459  6.937429  -1.520000
H  4.230682  8.627919  -1.012106
H  2.998802  7.433883  -0.554408
C  0.631897  4.619167  7.917824
C  -0.056457  4.264713  6.622858
O  -1.102210  3.636027  6.591885
N  0.529747  4.667503  5.463932
C  1.762919  5.411718  5.283630
H  0.047762  4.230369  8.746914
H  1.626610  4.172834  7.953786
H  0.708079  5.702236  8.023696
H  0.014503  4.395557  4.641245
H  1.536623  6.335177  4.748511
H  2.445699  4.810452  4.680459
H  2.235003  5.651060  6.230327
C  -5.276464  -1.042630  4.218845
C  -6.090826  -2.154972  4.832720
O  -5.591973  -2.990544  5.565621
N  -7.421366  -2.200146  4.538454
C  -8.185414  -1.302383  3.694163
H  -4.244712  -1.141114  4.542283
H  -5.305084  -1.105224  3.129981
H  -5.651792  -0.070679  4.543378
H  -7.904057  -2.966397  4.980334
H  -8.982330  -0.847396  4.285836
H  -8.637081  -1.874535  2.881143
H  -7.562288  -0.519572  3.274824
C  9.882881  6.470658  -2.599111
C  8.601043  6.709648  -1.839456
O  7.844194  7.626352  -2.118215
N  8.307763  5.861266  -0.817934
C  9.074189  4.725885  -0.340955
H  9.978138  7.222256  -3.377351
H  10.741294  6.551319  -1.930822
H  9.869339  5.485338  -3.067059
H  7.440073  6.074807  -0.352576
H  8.462248  3.825297  -0.419159
H  9.328519  4.884536  0.708577
H  9.985998  4.588477  -0.912502
C  5.900671  1.887842  4.182897
C  6.472218  0.630653  3.574903
O  5.760414  -0.235546  3.090295
N  7.823717  0.485624  3.580816
C  8.823578  1.396820  4.105089
H  4.817613  1.858081  4.103784
H  6.170244  1.956568  5.237637
H  6.264021  2.768023  3.650105
H  8.136881  -0.375292  3.160015
H  9.496986  1.689904  3.297484
H  9.403314  0.884696  4.874971
H  8.371535  2.285754  4.532106
C  -7.180332  -6.955109  0.304534
C  -6.638763  -8.296108  -0.121533
O  -5.593341  -8.401730  -0.745576
N  -7.354100  -9.401476  0.212826
C  -8.604341  -9.475521  0.944974
H  -6.501857  -6.176527  -0.032528
H  -8.160183  -6.781827  -0.143235
H  -7.254847  -6.903598  1.391525
H  -6.934928  -10.262216  -0.102472
H  -8.456500  -10.079184  1.841968
H  -9.355887  -9.958702  0.318045
H  -8.959280  -8.491714  1.232457
C  -4.079021  1.158165  -9.483172
C  -5.034728  1.159921  -8.315866
O  -4.645487  1.072471  -7.160247
N  -6.360829  1.262691  -8.587639
C  -7.008284  1.374660  -9.881430
H  -3.063063  1.070400  -9.108595
H  -4.282020  0.310638  -10.139173
H  -4.163353  2.089543  -10.044758
H  -6.940973  1.257599  -7.763198
H  -7.578749  2.304381  -9.914749
H  -7.696501  0.537344  -10.008595
H  -6.287833  1.369677  -10.692308

Atoms 1-6, force components in eV/Å:
-0.07 -0.37 0.44
-0.19 -0.09 -1.07
-0.98 0.00 1.38
0.14 0.22 -0.32
0.53 -0.07 -1.16
0.06 0.53 -0.40